{"formula": "C21H39IN5O9", "method": "ωB97M-V/def2-TZVPD", "mol_weight_g_mol": 632.47, "lumo_ev": -2.4639, "largest_force_ev_per_a": 1.33, "e_homo_ev": -11.96, "charge": 1, "energy_ha": -2071.9272, "symbols": ["C", "C", "O", "C", "C", "O", "C", "C", "O", "C", "N", "C", "N", "C", "N", "C", "C", "O", "O", "C", "C", "O", "C", "C", "O", "C", "N", "N", "C", "C", "O", "I", "H", "H", "H", "H", "H", "H", "H", "H", "H", "H", "H", "H", "H", "H", "H", "H", "H", "H", "H", "H", "H", "H", "H", "H", "H", "H", "H", "H", "H", "H", "H", "C", "C", "C", "O", "H", "H", "H", "H", "H", "H", "H", "H"], "coordinates": [[-2.541, 6.042, -0.412], [-3.590, 5.903, -1.530], [-3.197, 4.993, -2.553], [-3.819, 3.727, -2.547], [-3.003, 2.665, -1.782], [-3.815, 1.862, -0.928], [-4.005, 2.407, 0.362], [-2.861, 2.070, 1.312], [-2.684, 0.644, 1.425], [-1.887, 0.063, 0.466], [-0.480, 0.112, 0.969], [-0.030, 0.470, 2.159], [1.285, 0.382, 2.253], [1.695, -0.122, 1.062], [2.972, -0.429, 0.840], [3.881, -0.102, 1.934], [4.098, 1.397, 2.098], [3.889, 2.202, 1.266], [4.635, 1.696, 3.313], [3.786, 1.619, 4.450], [2.895, 2.822, 4.602], [3.868, 0.695, 5.166], [3.517, -0.991, -0.389], [3.888, 0.075, -1.417], [2.696, 0.820, -1.652], [4.432, -0.572, -2.691], [4.715, 0.346, -3.785], [0.632, -0.253, 0.226], [0.479, -0.705, -1.133], [0.266, -2.203, -1.341], [0.103, -2.649, -2.407], [0.303, -3.434, 0.417], [-3.003, 5.994, 0.582], [-2.003, 6.992, -0.477], [-1.806, 5.235, -0.487], [-3.751, 6.870, -2.021], [-4.558, 5.587, -1.118], [-4.820, 3.778, -2.095], [-3.944, 3.430, -3.594], [-2.219, 3.186, -1.213], [-2.508, 1.975, -2.479], [-4.118, 3.504, 0.327], [-4.938, 1.985, 0.753], [-1.920, 2.551, 1.008], [-3.110, 2.417, 2.321], [-1.929, 0.582, -0.497], [-2.166, -0.989, 0.342], [-0.688, 0.804, 2.952], [4.857, -0.551, 1.721], [3.534, -0.524, 2.885], [1.897, 2.480, 4.894], [3.296, 3.429, 5.424], [2.859, 3.428, 3.696], [4.421, -1.548, -0.110], [2.830, -1.734, -0.805], [4.673, 0.715, -0.981], [2.920, 1.698, -1.982], [5.359, -1.106, -2.430], [3.724, -1.330, -3.052], [3.874, 0.568, -4.306], [5.102, 1.227, -3.459], [-0.377, -0.191, -1.583], [1.355, -0.393, -1.710], [-1.836, -8.929, -0.191], [-1.835, -7.482, 0.271], [-2.991, -6.691, -0.320], [-0.586, -6.852, -0.026], [-1.735, -8.978, -1.279], [-1.005, -9.474, 0.254], [-2.766, -9.429, 0.083], [-1.896, -7.451, 1.361], [-2.920, -6.678, -1.411], [-2.973, -5.660, 0.036], [-3.950, -7.134, -0.050], [-0.472, -6.863, -0.984]]}